C25H19ClO3 in the gas phase in a non-equilibrium geometry. Source: the Open Molecules 2025 dataset; level of theory: ωB97M-V/def2-TZVPD.

Each line ends with the natural charge from an NBO analysis.
Cartesian coordinates (Å):
C 2.47 -4.39 -4.13  -0.62
C 1.72 -4.15 -2.84  -0.03
C 1.96 -5.17 -1.90  -0.16
C 1.49 -5.15 -0.62  -0.23
C 0.64 -4.07 -0.37  -0.14
C 0.38 -2.98 -1.23  -0.17
C -0.62 -1.98 -1.02  0.60
O -1.77 -2.25 -0.67  -0.52
C -0.25 -0.47 -1.40  -0.53
C -1.05 0.62 -0.68  -0.23
C -1.16 0.31 0.83  -0.02
C -0.12 -0.13 1.66  -0.24
C -0.32 -0.24 3.01  -0.20
C -1.60 0.11 3.59  -0.21
C -2.69 0.36 2.71  -0.20
C -2.42 0.65 1.39  -0.21
C -0.41 2.10 -0.94  -0.09
Cl -0.32 2.51 -2.81  -0.05
C -1.38 3.09 -0.40  0.54
O -2.51 3.38 -0.76  -0.50
C -0.80 3.80 0.71  -0.15
C -1.33 4.79 1.49  -0.15
C -0.60 5.43 2.46  -0.17
C 0.74 5.23 2.47  -0.19
C 1.28 4.26 1.72  -0.18
C 0.48 3.47 0.86  -0.06
C 0.82 2.42 -0.09  0.53
O 1.86 1.84 -0.28  -0.49
C 0.90 -3.15 -2.52  -0.17
H 1.83 -4.23 -5.04  0.22
H 3.34 -3.79 -4.26  0.22
H 2.89 -5.39 -4.20  0.22
H 2.58 -6.02 -2.14  0.20
H 1.63 -5.91 0.11  0.22
H 0.13 -4.05 0.63  0.21
H -0.32 -0.26 -2.48  0.26
H 0.90 -0.42 -1.24  0.24
H -2.06 0.60 -1.14  0.25
H 0.76 -0.43 1.10  0.23
H 0.51 -0.52 3.70  0.22
H -1.58 -0.09 4.67  0.22
H -3.72 0.62 3.02  0.22
H -3.30 1.00 0.91  0.23
H -2.36 5.02 1.35  0.23
H -1.14 6.07 3.13  0.22
H 1.40 5.84 3.10  0.22
H 2.38 4.18 1.82  0.23
H 0.74 -2.48 -3.22  0.20

Values from the calculation:
HOMO energy (eV): -9.1
Strongest force on any atom (hartree/bohr): 0.09884
Gap between HOMO and LUMO (eV): 8.418
ΔE to the lowest compared entry with this formula, charge and spin (kcal/mol): 68.65